1.
The following is a quantum chemistry calculation of an isolated molecule of C6H10, from the OMol25 dataset.

```
16
Properties=species:S:1:pos:R:3:forces:R:3
C -1.27011 0.74296 1.25704 0.0 0.0 0.0
C -0.19445 -0.23181 0.80505 -0.1 0.0 0.1
C -0.44400 -1.15852 -0.42309 -0.1 -0.1 0.0
C 0.92249 -0.75045 -0.97846 0.1 -0.2 -0.2
C 0.88958 0.71167 -1.28024 0.0 0.2 -0.1
C 1.09262 0.26398 0.13823 0.2 0.1 0.3
H -2.16666 0.19442 1.57028 0.1 0.1 0.0
H -0.92418 1.33213 2.11429 0.0 -0.1 -0.1
H -1.56159 1.44052 0.46326 0.1 -0.1 0.1
H 0.08271 -0.86590 1.65474 0.0 0.1 -0.1
H -0.54757 -2.21269 -0.15626 0.0 0.1 0.0
H -1.28509 -0.87155 -1.06729 0.1 -0.1 0.1
H 1.66822 -1.41893 -1.39557 -0.1 0.1 0.0
H -0.04221 1.16996 -1.61092 0.1 -0.1 0.1
H 1.77686 1.12088 -1.75822 -0.1 -0.1 0.1
H 2.00339 0.53333 0.66716 -0.2 -0.1 -0.1
```
Positions in Å, forces in eV/Å.

Values from the calculation:
Energy above the lowest of the compared OMol25 structures with the same formula, charge and spin = 125.22 kJ/mol
E_LUMO = 1.2 eV
HOMO level = -9.58 eV
Gap between HOMO and LUMO = 0.3975 Ha
Multiplicity = 1
SMILES string = C[C@H]1C[C@H]2C[C@H]21



2.
The following is a quantum chemistry calculation of an isolated molecule of C6H10, from the OMol25 dataset.

```
16
Properties=species:S:1:pos:R:3:forces:R:3
C -1.52281 0.38802 0.49079 -0.1 0.1 0.1
C -0.48057 0.75525 -0.49118 0.1 0.2 0.0
C 1.00678 0.84553 -0.22289 0.0 0.0 0.0
C 1.52467 -0.15121 0.80345 0.1 0.2 0.1
C -0.44235 -1.81789 -0.18807 -0.4 0.1 -0.3
C -1.17922 -0.63735 -0.58495 -0.1 -0.4 0.0
H -1.21071 0.09389 1.48935 0.0 0.0 -0.2
H -2.49230 0.87323 0.42899 0.2 0.0 0.0
H -0.81783 1.42981 -1.28032 0.1 -0.2 0.1
H 1.52774 0.69561 -1.17848 -0.1 0.0 0.2
H 1.23825 1.87139 0.09184 -0.1 -0.1 0.0
H 1.28106 0.15067 1.82670 0.1 0.0 -0.1
H 2.60390 -0.29317 0.71213 -0.1 0.1 0.1
H 1.01119 -1.12638 0.67868 0.3 0.1 0.0
H -0.21793 -2.37940 -1.11817 -0.1 0.0 0.0
H -1.82987 -0.69801 -1.45786 0.1 0.0 0.0
```
Positions in Å, forces in eV/Å.

Values from the calculation:
Energy above the lowest of the compared OMol25 structures with the same formula, charge and spin = 428.43 kJ/mol
E_LUMO = 0.0 eV
HOMO level = -7.96 eV
Gap between HOMO and LUMO = 0.2942 Ha
Multiplicity = 1



3.
The following is a quantum chemistry calculation of an isolated molecule of C6H10, from the OMol25 dataset.

```
16
Properties=species:S:1:pos:R:3:forces:R:3
C -1.29467 0.69436 2.37394 0.1 0.0 0.1
C -1.14238 1.16888 0.96531 -0.2 0.0 0.1
C -0.20554 0.82577 0.04632 0.2 -0.1 -0.1
C 1.14044 0.37706 0.10407 -0.8 -0.2 -0.2
C 1.61750 -0.55625 -0.96046 0.2 0.0 0.1
C 0.65759 -1.26512 -1.92477 -0.2 0.1 0.0
H -1.40087 -0.39792 2.40268 0.1 0.2 0.0
H -0.42785 0.95180 2.99292 0.0 0.0 -0.1
H -2.20050 1.11780 2.81771 0.2 0.0 0.0
H -0.63465 0.97910 -0.94912 0.5 0.3 -0.3
H -1.95584 1.78409 0.58152 -0.1 -0.4 0.0
H 2.21412 -1.29596 -0.40203 -0.1 0.0 -0.1
H 2.40555 -0.02103 -1.52072 -0.2 0.0 0.2
H 0.12548 -0.56001 -2.57417 0.1 -0.1 0.1
H 1.19676 -1.96089 -2.57787 0.0 0.1 0.1
H -0.09514 -1.84166 -1.37534 0.1 0.1 -0.1
```
Positions in Å, forces in eV/Å.

Values from the calculation:
Energy above the lowest of the compared OMol25 structures with the same formula, charge and spin = 383.33 kJ/mol
E_LUMO (alpha / beta) = -0.3 / -0.3 eV
HOMO level (alpha / beta) = -7.60 / -7.96 eV
Gap between HOMO and LUMO (alpha / beta) = 0.2698 / 0.2803 Ha
Multiplicity = 1



4.
The following is a quantum chemistry calculation of an isolated molecule of C6H10 at a distorted geometry, from the OMol25 dataset.

```
16
Properties=species:S:1:pos:R:3:forces:R:3
C 1.37853 0.60342 -0.46706 2.5 0.8 1.0
C 0.53862 -0.52227 -1.28874 2.0 -0.9 -0.2
C -0.70040 -0.08477 -0.49010 0.1 -0.3 -1.9
C -1.80044 -0.62098 0.35605 1.1 3.3 -0.3
C -0.39833 -0.30841 1.00624 1.6 -1.0 -1.5
C 0.67677 0.81029 0.97629 -1.8 0.0 -0.3
H 2.52896 0.36980 -0.38478 -2.2 0.6 -0.2
H 1.21970 1.71971 -0.70731 0.8 -2.0 -1.4
H 0.89656 -1.59968 -0.99826 -0.6 2.0 -0.3
H 0.76371 -0.52920 -2.50572 -1.3 0.7 3.1
H -0.55078 1.05215 -0.69781 -2.4 -1.9 0.5
H -2.10613 -1.61171 0.37293 0.0 -1.8 0.0
H -2.65331 0.05280 0.39532 0.1 0.0 0.5
H 0.28440 -1.22361 1.16631 -1.8 0.7 -0.4
H 0.16086 1.79145 0.98096 0.6 -0.4 0.2
H 1.28748 0.71460 1.82229 1.3 0.1 1.1
```
Positions in Å, forces in eV/Å.

Values from the calculation:
Energy above the lowest of the compared OMol25 structures with the same formula, charge and spin = 479.20 kJ/mol
E_LUMO = 1.3 eV
HOMO level = -8.55 eV
Gap between HOMO and LUMO = 0.3603 Ha
Multiplicity = 1
SMILES string = C1C[C@H]2C[C@@H]2C1



5.
The following is a quantum chemistry calculation of an isolated molecule of C6H10 at a distorted geometry, from the OMol25 dataset.

```
16
Properties=species:S:1:pos:R:3:forces:R:3
C 0.89738 0.22182 -1.69637 0.2 0.0 -0.2
C 0.69233 0.37924 -0.22290 0.3 -1.7 1.1
C 1.62226 0.81769 0.62152 -0.1 0.5 -0.6
C -0.96531 -1.47487 -0.15723 -0.3 0.0 -0.9
C -0.51640 -0.30875 0.32106 -1.0 0.2 -0.5
C -1.38102 0.35494 1.38329 0.7 -0.1 -0.1
H -0.03296 0.35343 -2.24566 0.0 0.4 0.0
H 1.68395 0.88631 -2.05392 -0.1 0.1 -0.1
H 1.18902 -0.79603 -1.95206 0.2 -0.2 0.2
H 1.43987 0.88337 1.68455 0.1 -0.1 0.1
H 2.57358 1.14071 0.22102 0.1 0.3 0.2
H -2.03227 -1.66520 -0.19315 -0.1 -0.4 1.1
H -0.43477 -2.22356 -0.73571 0.4 0.6 -0.3
H -1.06625 1.37285 1.60578 -0.2 0.1 -0.1
H -2.43827 0.30082 1.13797 -0.1 0.1 -0.1
H -1.23115 -0.24276 2.28181 -0.1 0.2 0.2
```
Positions in Å, forces in eV/Å.

Values from the calculation:
Energy above the lowest of the compared OMol25 structures with the same formula, charge and spin = 137.07 kJ/mol
E_LUMO = 1.0 eV
HOMO level = -8.60 eV
Gap between HOMO and LUMO = 0.3532 Ha
Multiplicity = 1
SMILES string = C=C(C)C(=C)C



6.
The following is a quantum chemistry calculation of an isolated molecule of C6H10, from the OMol25 dataset.

```
16
Properties=species:S:1:pos:R:3:forces:R:3
C 1.78584 -0.34797 0.67198 0.0 0.0 0.1
C 1.12142 0.27057 -0.53338 0.2 0.1 0.0
C 0.04454 -0.44635 -1.29252 0.0 -0.1 -0.1
C -2.15558 -0.27409 0.70624 0.1 0.1 0.0
C -1.23480 0.68392 0.63370 -0.1 -0.2 0.0
C -0.29728 0.79923 -0.52062 -0.1 0.1 0.0
H 2.36100 0.40458 1.22350 -0.1 -0.1 0.0
H 2.47743 -1.14303 0.37157 -0.1 0.1 0.0
H 1.04958 -0.78027 1.35709 0.1 0.0 -0.1
H 1.79499 0.85706 -1.15508 -0.1 0.0 0.1
H 0.02967 -0.43744 -2.37689 0.1 0.1 0.1
H -0.29162 -1.38264 -0.85351 0.0 0.2 -0.1
H -2.84698 -0.37083 1.53717 0.1 0.1 -0.1
H -2.24400 -1.00202 -0.09660 0.0 0.0 0.2
H -1.18100 1.44540 1.41297 0.1 -0.1 -0.1
H -0.41321 1.72388 -1.08561 -0.1 -0.2 0.0
```
Positions in Å, forces in eV/Å.

Values from the calculation:
Energy above the lowest of the compared OMol25 structures with the same formula, charge and spin = 112.58 kJ/mol
E_LUMO = 1.2 eV
HOMO level = -9.34 eV
Gap between HOMO and LUMO = 0.3890 Ha
Multiplicity = 1
SMILES string = C=C[C@@H]1C[C@@H]1C



7.
The following is a quantum chemistry calculation of an isolated molecule of C6H10 at a distorted geometry, from the OMol25 dataset.

```
16
Properties=species:S:1:pos:R:3:forces:R:3
C -0.84857 -1.43901 -0.55577 0.2 -0.8 -1.0
C 0.11373 -0.97887 0.46700 0.4 1.6 0.5
C 0.50080 -1.61425 1.56733 -0.3 -1.2 -0.6
C 0.75823 0.38660 0.19449 1.0 0.5 -0.5
C -0.17606 1.52030 -0.11685 -0.4 0.0 0.8
C -0.21236 2.41929 -1.09872 0.4 -0.2 0.6
H -1.16381 -2.47956 -0.46906 -0.2 0.1 0.5
H -1.69996 -0.79583 -0.78104 0.1 0.1 0.3
H -0.25970 -1.47495 -1.48198 -0.1 0.2 -0.2
H 0.02565 -2.56302 1.81334 0.2 0.1 0.0
H 1.41900 -1.38223 2.09032 -0.3 0.5 0.3
H 1.54539 0.36275 -0.57833 -0.3 -0.4 0.0
H 1.26002 0.68490 1.11462 0.2 -0.1 0.1
H -0.83802 1.65943 0.73867 -0.8 -0.1 -0.5
H 0.62805 2.59431 -1.76342 -0.3 -0.5 -0.4
H -1.05241 3.10014 -1.14060 0.2 0.3 0.1
```
Positions in Å, forces in eV/Å.

Values from the calculation:
Energy above the lowest of the compared OMol25 structures with the same formula, charge and spin = 135.39 kJ/mol
E_LUMO = 1.1 eV
HOMO level = -9.39 eV
Gap between HOMO and LUMO = 0.3854 Ha
Multiplicity = 1
SMILES string = C=CCC(=C)C



8.
The following is a quantum chemistry calculation of an isolated molecule of C6H10, from the OMol25 dataset.

```
16
Properties=species:S:1:pos:R:3:forces:R:3
C -0.74034 0.22572 -1.28586 0.0 0.0 -0.1
C -0.83142 0.08151 0.23390 -0.1 0.0 0.0
C -0.70113 -1.38865 0.63463 0.0 -0.1 0.0
C 0.21773 0.95360 0.95571 0.0 0.0 0.0
C 1.57691 0.70014 0.46727 0.5 -0.1 -0.2
C 2.65799 0.46064 -0.00710 -0.4 0.1 0.2
H -1.55336 -0.32101 -1.77578 0.1 0.1 0.1
H 0.20948 -0.18516 -1.64689 -0.2 0.1 0.1
H -0.79135 1.27335 -1.60404 0.0 -0.1 0.1
H -1.81221 0.44942 0.56502 0.1 -0.1 0.0
H -0.61906 -1.50742 1.72114 -0.1 0.0 -0.1
H -1.57131 -1.96178 0.29643 0.1 0.1 0.0
H 0.19328 -1.83154 0.18088 -0.1 0.1 0.1
H -0.02074 2.01604 0.81616 0.1 -0.2 0.0
H 0.17009 0.76280 2.03591 0.0 0.0 -0.2
H 3.61240 0.25096 -0.43589 -0.1 0.0 0.1
```
Positions in Å, forces in eV/Å.

Values from the calculation:
Energy above the lowest of the compared OMol25 structures with the same formula, charge and spin = 132.08 kJ/mol
E_LUMO = 1.1 eV
HOMO level = -9.94 eV
Gap between HOMO and LUMO = 0.4051 Ha
Multiplicity = 1
SMILES string = C#CCC(C)C